# 1
{"formula": "C4H3NO2", "method": "ωB97M-V with the def2-TZVPD basis set", "energy_ev": -9777.672, "homo_ev": -9.50, "relative_energy_kcal_mol": 92.6, "smiles": "N=C=C=C=O.C=O", "elements": ["C", "H", "H", "N", "C", "C", "H", "O", "C", "O"], "xyz": [[-0.14, 1.86, 1.47], [1.39, 0.11, -0.11], [-1.42, -0.96, -1.89], [-1.68, -0.60, -0.96], [-1.14, 0.18, -0.20], [1.16, -1.04, -0.35], [0.82, -1.59, 0.58], [0.99, -1.33, -1.47], [-0.51, 0.94, 0.66], [0.53, 2.43, 2.27]], "nbo_charge": [0.743, 0.111, 0.450, -0.639, 0.542, 0.280, 0.118, -0.527, -0.624, -0.454]}



# 2
{"formula": "C40H78F3MgNO32", "method": "ωB97M-V with the def2-TZVPD basis set", "energy_ev": -123333.946, "homo_ev": -7.91, "relative_energy_kcal_mol": 258.4, "elements": ["H", "C", "C", "H", "H", "H", "C", "O", "C", "C", "O", "H", "H", "O", "H", "H", "H", "C", "H", "C", "H", "C", "H", "O", "O", "O", "C", "C", "H", "C", "C", "O", "C", "H", "H", "H", "H", "C", "H", "H", "H", "O", "O", "H", "O", "C", "O", "H", "C", "H", "H", "C", "H", "C", "H", "H", "H", "H", "H", "H", "F", "H", "Mg", "O", "C", "H", "O", "C", "O", "C", "O", "C", "O", "H", "H", "H", "C", "H", "O", "H", "H", "H", "O", "C", "C", "H", "C", "C", "H", "H", "H", "C", "O", "H", "C", "H", "C", "H", "H", "H", "C", "O", "H", "O", "C", "H", "H", "H", "C", "O", "O", "H", "H", "H", "O", "H", "C", "H", "H", "F", "O", "H", "C", "H", "H", "O", "H", "H", "O", "H", "H", "H", "O", "O", "H", "H", "C", "O", "H", "H", "C", "F", "C", "C", "H", "H", "H", "H", "O", "H", "H", "N", "O", "C", "H"], "xyz": [[2.02, -4.23, 6.44], [4.72, 3.99, 5.39], [-3.29, -6.99, 1.93], [3.18, 11.73, -7.11], [-8.94, 3.01, -6.67], [-7.19, -9.23, -9.08], [2.58, 12.02, -6.25], [-3.31, -1.32, 8.02], [-2.77, -0.83, 6.92], [1.73, 9.05, 2.60], [-7.28, 3.07, -3.57], [3.96, 7.84, 0.53], [2.11, 7.65, -4.10], [-5.32, 3.18, -4.92], [-4.42, -6.40, -4.58], [0.51, 2.31, 0.94], [4.17, 7.63, 2.24], [-5.93, -7.25, -6.80], [1.92, 0.31, -0.29], [3.68, 8.26, 1.50], [5.64, 3.68, 4.89], [-0.25, -1.33, -0.03], [-4.63, 1.83, -3.52], [2.18, 8.11, 1.68], [-6.43, -3.06, -0.26], [-7.19, 3.54, -5.87], [0.94, 0.75, -0.51], [-1.11, -7.43, 8.49], [7.45, 2.81, -1.80], [-8.56, 3.76, -5.98], [0.16, -5.60, 7.58], [-6.09, -8.21, -7.75], [5.92, 6.83, 8.17], [7.70, -1.20, 2.31], [6.31, 7.30, 7.27], [0.98, -3.36, 5.37], [6.42, 5.88, 8.36], [-2.94, -0.91, 9.30], [6.18, 7.51, 8.99], [-2.31, -6.52, 2.04], [-3.22, -3.99, -9.96], [5.09, 5.05, 6.25], [-0.14, 0.04, 0.06], [-4.62, 3.64, -3.15], [4.62, 6.45, 8.04], [4.46, -6.66, -0.82], [2.98, 10.18, -4.09], [4.36, 3.12, 5.93], [-6.67, 3.23, -4.70], [-1.11, -0.11, 5.25], [5.22, -4.10, -1.39], [-5.56, -6.53, 5.94], [1.48, 2.92, -0.49], [-2.30, -3.47, -10.23], [-6.41, -5.97, 5.55], [-3.64, -1.75, -10.69], [-3.27, -1.68, 10.00], [6.78, -4.37, -0.53], [6.02, -6.16, -2.31], [-1.95, -1.28, -10.94], [-0.87, -1.06, -2.38], [0.97, -3.16, 7.24], [-4.78, -1.96, 2.43], [7.34, 0.41, 1.22], [-4.44, 2.85, -3.88], [2.08, 12.87, -6.72], [1.63, 11.00, -5.81], [1.97, 10.12, -4.85], [2.91, 5.28, 7.06], [4.12, 5.55, 7.08], [4.33, -6.10, 0.51], [3.90, 9.77, 1.78], [-1.45, -1.72, 0.66], [3.39, 9.54, 3.85], [0.97, 0.74, -1.60], [6.61, -6.68, -0.73], [-1.48, -2.20, -8.36], [-3.17, -5.86, -5.77], [8.92, 1.52, -0.03], [1.04, 9.74, 2.11], [4.39, -4.04, 0.73], [6.86, 3.69, -0.37], [-7.41, -1.45, -1.15], [-4.55, -6.58, 3.86], [1.02, -3.80, 6.37], [-0.27, -7.96, 8.92], [1.09, 8.04, -4.05], [-1.10, 0.65, 6.03], [-1.15, -4.38, -8.69], [-1.57, 1.60, 5.79], [-7.98, -7.94, -8.42], [2.93, 9.98, 2.96], [-2.40, -1.40, -9.04], [-0.09, 0.86, 6.40], [-2.62, -1.90, -10.34], [3.30, 12.39, -5.52], [5.08, -4.89, 0.69], [2.54, 10.96, 3.24], [-1.74, -2.44, -7.33], [4.95, 9.89, 2.02], [6.63, 2.90, -1.08], [-0.84, -6.47, 7.49], [1.15, 8.60, 3.40], [-4.63, -6.96, -6.68], [8.25, -0.28, 2.07], [-0.23, 2.64, -0.57], [-3.48, 3.03, -4.36], [3.65, -6.25, -1.43], [-7.27, -8.71, -8.12], [-7.83, -3.37, -1.87], [-1.74, -0.02, 7.11], [4.39, -7.74, -0.76], [-1.86, -1.03, 9.38], [-3.02, -7.81, 1.27], [-4.89, -5.39, 3.58], [3.92, 4.22, 4.69], [-0.11, -1.84, -1.58], [-1.84, -8.15, 8.11], [9.19, -0.55, 1.59], [-0.53, -3.04, -1.73], [-3.79, -7.41, 3.16], [-7.70, -9.33, -7.33], [5.75, -4.71, -0.66], [0.41, 7.23, -4.29], [5.71, 3.00, -1.66], [-6.86, -6.63, -6.27], [-2.04, -3.95, -11.17], [-4.91, -5.75, 6.35], [1.07, -5.62, 8.43], [-9.14, 3.55, -5.08], [0.65, -1.83, 0.32], [3.62, 10.28, 0.86], [6.69, 1.74, -0.32], [1.11, 9.08, -4.99], [-1.72, -7.00, 9.28], [-3.20, 0.10, 9.62], [-4.23, -6.01, -5.59], [0.01, -4.75, 6.56], [-5.96, -7.21, 6.68], [8.55, 0.27, 2.96], [7.76, 1.15, 0.19], [1.11, -1.81, -2.04], [0.69, 2.25, -0.13], [-1.21, -3.46, -9.27], [-0.55, -1.64, -8.26], [-8.73, 4.76, -6.37], [-0.19, -3.53, -9.67], [0.86, 8.28, -3.02], [-3.14, -1.16, 5.82], [-4.78, -5.08, -5.69], [5.70, -4.98, 1.58], [-7.22, -2.63, -1.10], [-4.91, -7.20, 4.91], [5.82, -6.14, -1.24], [-4.00, -6.37, 1.38]], "mulliken_charge": [0.333, -0.611, -0.683, 0.295, 0.251, 0.251, -0.689, -0.315, 0.854, -0.419, -0.610, 0.303, 0.283, -0.281, 0.293, 0.298, 0.190, 0.751, 0.389, -0.354, 0.237, 0.154, 0.295, -0.391, -0.597, -0.272, -0.261, -0.723, 0.315, -0.657, 0.693, -0.295, -0.535, 0.223, 0.255, 0.235, 0.276, -0.673, 0.231, 0.282, 0.219, -0.293, -0.253, 0.301, -0.321, -0.387, -0.598, 0.295, 0.805, 0.346, 0.280, -0.653, 0.373, -0.454, 0.315, 0.299, 0.280, 0.299, 0.349, 0.269, -0.270, 0.276, 1.263, -0.272, -0.627, 0.274, -0.296, 0.781, -0.552, 0.729, -0.441, -0.482, -0.658, 0.194, 0.244, 0.272, -0.393, 0.209, -0.584, 0.240, 0.183, 0.283, -0.617, 0.844, -0.664, 0.316, -0.608, -0.624, 0.296, 0.253, 0.314, -0.505, -0.410, 0.213, -0.465, 0.314, -0.266, 0.341, 0.290, 0.327, -0.634, -0.248, 0.296, -0.296, -0.635, 0.276, 0.210, 0.248, -0.673, -0.565, -0.373, 0.284, 0.309, 0.245, -0.625, 0.287, 0.667, 0.250, 0.329, -0.269, -0.297, 0.281, -0.543, 0.249, 0.213, -0.561, 0.319, 0.298, -0.595, 0.345, 0.209, 0.261, -0.258, -0.283, 0.324, 0.293, -0.588, -0.202, 0.233, 0.267, 0.751, -0.240, -1.212, -0.511, 0.248, 0.239, 0.296, 0.277, -0.583, 0.312, 0.297, 1.104, -0.300, -0.573, 0.328]}



# 3
{"formula": "C3H9NO", "method": "ωB97M-V with the def2-TZVPD basis set", "energy_ev": -6793.472, "homo_ev": -8.78, "relative_energy_kcal_mol": 36.5, "smiles": "C=CO.CN", "elements": ["H", "N", "C", "H", "O", "H", "H", "C", "H", "H", "H", "H", "H", "C"], "xyz": [[-0.56, -2.25, 2.01], [-1.31, -0.30, 1.56], [-0.75, -1.63, 1.13], [2.86, 0.37, -1.50], [-0.36, 1.00, -0.82], [2.06, 0.19, 0.15], [0.20, -1.46, 0.64], [1.97, 0.50, -0.88], [-1.45, -2.16, 0.51], [-1.69, -0.43, 2.50], [-0.30, 0.68, 0.11], [-2.16, -0.15, 1.02], [0.76, 1.17, -2.48], [0.82, 0.85, -1.45]], "nbo_charge": [0.192, -0.859, -0.423, 0.209, -0.702, 0.194, 0.193, -0.560, 0.190, 0.363, 0.501, 0.361, 0.176, 0.166]}



# 4
{"formula": "C10H16N2PSeW", "method": "ωB97M-V with the def2-TZVPD basis set", "energy_ev": -90058.649, "homo_ev": [-9.04, -11.14], "total_charge": 1, "spin_multiplicity": 3, "elements": ["H", "H", "C", "N", "Se", "W", "H", "C", "C", "C", "H", "C", "H", "C", "H", "C", "P", "C", "H", "H", "N", "H", "C", "H", "H", "H", "H", "H", "C", "H", "H"], "xyz": [[3.31, -4.21, 0.47], [1.62, -5.99, 2.17], [-1.10, 1.13, -0.63], [1.63, -3.86, 1.67], [0.94, -0.98, 1.59], [0.70, 0.37, -0.40], [0.07, -2.88, -1.38], [0.67, -2.89, 1.69], [-1.69, -2.81, 2.51], [3.04, -3.66, 1.38], [-1.70, -2.07, -0.46], [-0.23, -4.82, 2.41], [-1.02, -5.43, 2.82], [0.47, 2.95, -1.16], [-2.11, 0.77, -0.67], [-0.52, 2.03, -1.56], [-0.57, -1.63, -1.20], [1.07, 2.82, 0.10], [3.65, -4.04, 2.21], [-2.47, -3.06, 1.78], [-0.45, -3.48, 2.17], [-0.81, 2.10, -2.61], [0.73, 1.81, 1.00], [-1.18, -1.51, -2.51], [1.04, 1.85, 2.04], [3.20, -2.58, 1.26], [-2.01, -3.18, 3.50], [0.77, 3.78, -1.82], [1.07, -5.07, 2.10], [-1.53, -1.72, 2.56], [1.85, 3.53, 0.38]], "nbo_charge": [0.228, 0.254, -0.286, -0.330, -0.012, 0.570, 0.023, 0.266, -0.422, -0.417, 0.008, -0.044, 0.251, -0.167, 0.213, -0.371, 0.192, -0.296, 0.232, 0.221, -0.340, 0.249, -0.480, 0.055, 0.224, 0.249, 0.233, 0.252, -0.051, 0.253, 0.242]}



# 5
{"formula": "H12O6", "method": "ωB97M-V with the def2-TZVPD basis set", "energy_ev": -12474.392, "homo_ev": -9.66, "relative_energy_kcal_mol": 155.0, "elements": ["H", "H", "H", "O", "O", "H", "O", "H", "H", "H", "O", "H", "O", "H", "O", "H", "H", "H"], "xyz": [[-1.33, -0.74, -0.54], [0.39, 0.90, -2.63], [-1.48, 1.10, 2.21], [-1.82, -1.38, -1.06], [-0.71, 0.21, 0.06], [1.84, -0.15, 1.21], [1.42, 0.28, 0.15], [-0.73, -0.11, -2.47], [2.24, 0.77, 0.19], [-0.80, 0.63, -0.79], [-1.34, 0.16, 2.12], [-1.31, -1.48, -1.87], [2.19, -0.28, 2.09], [-1.36, 0.01, 1.17], [-0.44, 0.76, -2.17], [1.42, -0.48, 2.62], [1.58, -0.40, -0.50], [0.24, 0.19, 0.22]], "nbo_charge": [0.444, 0.488, 0.447, -0.950, -0.924, 0.421, -0.828, 0.480, 0.537, 0.491, -0.998, 0.402, -1.010, 0.464, -0.914, 0.478, 0.510, 0.461]}



# 6
{"formula": "C3H8O3", "method": "ωB97M-V with the def2-TZVPD basis set", "energy_ev": -9381.881, "homo_ev": -9.53, "relative_energy_kcal_mol": 44.3, "smiles": "CCOC=O.O", "elements": ["H", "H", "C", "H", "O", "H", "O", "C", "C", "H", "O", "H", "H", "H"], "xyz": [[-1.83, -0.35, 2.84], [-2.19, 0.15, -0.33], [0.00, 0.00, 0.00], [0.35, 0.97, -0.40], [-1.80, -1.27, 1.08], [0.08, -0.76, -0.80], [-2.71, -2.26, 2.90], [-1.46, 0.00, 0.50], [-2.11, -1.33, 2.40], [-1.66, -3.54, 2.57], [-2.13, -4.20, 2.02], [-1.59, 0.84, 1.21], [-2.87, -4.52, 2.59], [0.66, -0.30, 0.83]], "nbo_charge": [0.099, 0.199, -0.635, 0.221, -0.501, 0.222, -0.568, -0.073, 0.657, 0.468, -0.941, 0.173, 0.465, 0.214]}



Please write out number 4 again, unchanged.
{"formula": "C10H16N2PSeW", "method": "ωB97M-V with the def2-TZVPD basis set", "energy_ev": -90058.649, "homo_ev": [-9.04, -11.14], "total_charge": 1, "spin_multiplicity": 3, "elements": ["H", "H", "C", "N", "Se", "W", "H", "C", "C", "C", "H", "C", "H", "C", "H", "C", "P", "C", "H", "H", "N", "H", "C", "H", "H", "H", "H", "H", "C", "H", "H"], "xyz": [[3.31, -4.21, 0.47], [1.62, -5.99, 2.17], [-1.10, 1.13, -0.63], [1.63, -3.86, 1.67], [0.94, -0.98, 1.59], [0.70, 0.37, -0.40], [0.07, -2.88, -1.38], [0.67, -2.89, 1.69], [-1.69, -2.81, 2.51], [3.04, -3.66, 1.38], [-1.70, -2.07, -0.46], [-0.23, -4.82, 2.41], [-1.02, -5.43, 2.82], [0.47, 2.95, -1.16], [-2.11, 0.77, -0.67], [-0.52, 2.03, -1.56], [-0.57, -1.63, -1.20], [1.07, 2.82, 0.10], [3.65, -4.04, 2.21], [-2.47, -3.06, 1.78], [-0.45, -3.48, 2.17], [-0.81, 2.10, -2.61], [0.73, 1.81, 1.00], [-1.18, -1.51, -2.51], [1.04, 1.85, 2.04], [3.20, -2.58, 1.26], [-2.01, -3.18, 3.50], [0.77, 3.78, -1.82], [1.07, -5.07, 2.10], [-1.53, -1.72, 2.56], [1.85, 3.53, 0.38]], "nbo_charge": [0.228, 0.254, -0.286, -0.330, -0.012, 0.570, 0.023, 0.266, -0.422, -0.417, 0.008, -0.044, 0.251, -0.167, 0.213, -0.371, 0.192, -0.296, 0.232, 0.221, -0.340, 0.249, -0.480, 0.055, 0.224, 0.249, 0.233, 0.252, -0.051, 0.253, 0.242]}